The following is a quantum chemistry calculation of C3H5NO2 as an isolated structure, from OMol25.

Computed properties:
LUMO, eV: 0.86
HOMO, eV: -10.4
HOMO-LUMO gap, eV: 11.3
Total energy, eV: -8775.72053
Net charge: 0

Geometry as XYZ:
```
11
C3H5NO2 (ωB97M-V/def2-TZVPD)
O -1.42640 -1.16984 0.45094
C -0.81041 0.03974 0.11708
C 0.19593 0.86681 0.96941
O 1.11861 0.88020 -0.15802
C 0.38495 -0.07508 -0.80983
N 0.71724 -0.90409 -1.69507
H -0.82289 -1.90370 0.25515
H -1.58478 0.72932 -0.20056
H -0.08633 1.90145 1.20097
H 0.62744 0.38435 1.84816
H 1.68665 -0.74915 -1.97823
```